No. 1
Density functional theory data (ωB97M-V/def2-TZVPD) for a structure of composition C51H46N6OS3Se5TeTl.

Properties
HOMO level (alpha / beta): -1.21 / -1.21 eV
Energy relative to the best compared isomer or geometry (same formula, charge and spin): 3.037 eV
Expectation value of S²: 0.765

Geometry as ORCA input:
```
! RIJCOSX wB97M-V def2-TZVPD def2/J DEFGRID3
* xyz -2 2
Tl -1.990 -1.189 -0.991
Te -1.249 -0.855 3.490
Se -4.757 4.883 -0.998
Se -5.878 1.265 -1.394
Se -5.363 2.990 0.245
Se 1.890 1.523 -7.746
Se -4.688 -0.635 -0.534
S -0.443 2.325 -0.546
S 1.592 2.230 -3.532
S 1.918 -0.512 -2.430
O 2.424 -1.874 -1.866
N -2.497 -0.735 -3.981
N 0.144 1.542 -7.330
N 2.274 0.134 -6.619
N -0.661 -2.771 -4.053
N -1.572 1.263 -0.558
N 0.805 0.066 1.453
C 4.051 1.169 1.959
C -1.957 4.209 0.916
C -2.683 -3.385 1.942
C -3.151 -0.906 7.493
C 3.137 1.514 -3.211
C -1.227 -3.618 2.173
C -0.862 3.381 0.900
C -0.403 -1.613 -4.669
C 1.318 -6.531 1.556
C 3.342 0.065 1.313
C 3.387 0.285 -2.770
C -0.480 -2.771 3.003
C 0.623 -5.220 2.049
C 1.858 -2.346 -5.060
C 1.399 -4.388 2.885
C -1.398 -0.572 -4.743
C -0.842 3.492 3.418
C -2.825 -0.530 6.174
C -2.568 4.548 2.194
C 4.787 -0.300 -2.579
C -3.455 1.184 -4.904
C 5.360 1.030 2.251
C -0.715 -4.821 1.774
C -3.430 0.664 5.403
C 1.598 -3.530 -4.406
C 1.921 0.202 1.342
C -0.166 4.917 -1.639
C -1.273 0.532 -5.591
C -0.052 0.667 -6.346
C -1.545 -2.579 6.059
C -3.510 0.147 -4.038
C 1.128 -0.229 -6.068
C 5.983 -0.210 1.970
C -0.549 5.864 -2.525
C 4.223 2.552 -3.627
C -2.399 1.373 -5.792
C -1.894 -1.406 5.503
C -1.559 5.652 -3.554
C 0.812 -3.195 3.356
C 5.299 -1.270 1.376
C -2.728 -2.110 8.112
C -2.039 4.201 3.417
C 0.890 -1.407 -5.169
C -0.366 3.044 2.209
C -1.727 3.367 -2.695
C -0.776 3.605 -1.747
C -2.085 4.350 -3.593
C 3.967 -1.132 1.014
C 0.288 -3.680 -3.962
C 1.562 -2.355 4.308
C -1.919 -2.978 7.377
H 2.255 -4.451 -4.281
H 1.126 -2.533 5.288
H -0.053 -4.648 -3.588
H -0.860 -3.263 5.560
H 4.779 -1.228 -3.059
H -4.369 -0.030 -3.382
H -2.659 1.352 4.961
H -3.843 0.341 4.459
H 0.405 2.318 2.295
H 5.409 0.435 -3.093
H -2.520 1.687 -0.597
H -2.867 4.142 -4.251
H -0.336 3.207 4.367
H -1.680 -3.945 7.715
H 5.021 -0.488 -1.506
H -1.884 6.329 -4.314
H 2.662 -2.679 4.390
H -0.178 6.852 -2.538
H -3.179 -3.650 2.853
H 5.884 1.796 2.829
H -2.596 4.501 4.332
H 3.414 -1.842 0.287
H 2.418 -4.574 3.099
H 3.922 2.998 -4.593
H 7.017 -0.316 2.315
H -2.531 4.489 0.049
H -2.432 2.472 -2.750
H -2.987 -4.048 1.120
H -4.302 1.103 5.862
H 4.308 3.586 -3.098
H 1.621 -1.295 4.136
H 2.862 -2.219 -5.547
H 1.239 -6.553 0.506
H -3.443 5.086 2.165
H -3.013 -2.344 1.798
H 0.801 -7.440 1.873
H 2.389 -6.639 1.796
H -3.958 -0.308 7.991
H 5.319 2.178 -3.730
H -1.472 -5.435 1.178
H -3.040 -2.378 9.087
H -4.308 1.844 -5.020
H 5.850 -2.163 1.101
H 3.385 2.093 2.086
H 0.547 5.056 -0.867
H -2.420 2.026 -6.653
*
```

---

No. 2
Density functional theory data (ωB97M-V/def2-TZVPD) for a structure of composition C11H20CeCl2N2O2P.

Properties
HOMO level (alpha / beta): -15.54 / -15.54 eV
Expectation value of S²: 0.751

Geometry as ORCA input:
```
! RIJCOSX wB97M-V def2-TZVPD def2/J DEFGRID3
* xyz 2 2
Ce 0.160 1.376 0.430
Cl 1.185 4.431 -0.200
Cl -0.485 2.013 -1.960
P 1.715 -0.724 -1.132
O -0.111 -2.040 1.367
O 1.860 2.684 1.610
N -2.096 0.706 0.717
N -3.058 0.520 -0.265
C -4.281 0.367 0.260
C 2.455 -2.346 -0.800
C 1.332 -0.966 -2.900
C 2.123 3.820 1.157
C 3.148 4.760 1.668
C -2.069 0.478 3.214
C 3.211 0.335 -1.208
C -4.113 0.345 1.643
C 0.308 -1.003 1.058
C -5.542 0.272 -0.491
C -2.756 0.525 1.911
H 1.697 -3.133 -0.905
H 0.918 -0.043 -3.333
H 2.869 -2.404 0.213
H 3.579 4.362 2.592
H -6.077 -0.613 -0.125
H -6.194 1.136 -0.303
H -5.396 0.180 -1.567
H 2.258 -1.257 -3.424
H -4.915 0.225 2.356
H 3.952 4.914 0.927
H 2.942 1.361 -1.518
H -2.439 -0.349 3.831
H 3.700 0.380 -0.219
H -2.788 0.555 -1.241
H 2.681 5.738 1.866
H 3.906 -0.107 -1.943
H 3.253 -2.519 -1.528
H -0.990 0.340 3.104
H 0.586 -1.769 -3.003
H -2.260 1.384 3.802
*
```